[1]
7
Properties=species:S:1:pos:R:3 method="wB97M-V/def2-TZVPD" e_homo_ev=-2.06 total_charge=-2 e_tot_ev=-40816.92387 orbital_gap_ev=6.2 relative_energy_kcal_mol=23.0 multiplicity=1
C 0.015 -1.270 2.316
N 0.413 -2.088 3.029
O -1.348 2.114 -1.574
O -1.003 -0.201 -2.352
S 0.112 -0.059 1.174
S -0.553 0.880 -1.480
Cl 5.264 4.666 -6.855

[2]
86
Properties=species:S:1:pos:R:3 method="wB97M-V/def2-TZVPD" e_homo_ev=-6.81 e_tot_ev=-117922.94006 orbital_gap_ev=6.9 relative_energy_kcal_mol=0.0 multiplicity=1
Ta -0.148 0.200 -0.182
C 1.538 -3.563 2.386
C 1.637 -2.137 2.922
C 2.063 -1.125 1.846
N 1.150 0.002 1.642
C 1.365 1.069 2.376
C 2.145 1.041 3.568
C 2.613 2.048 4.379
C 2.559 3.432 4.215
C 1.917 4.083 3.189
C 1.077 3.573 2.200
C 0.664 2.267 1.912
N -0.350 1.996 1.079
C -1.370 3.032 0.880
C -2.763 2.455 1.110
C -3.154 1.422 0.057
N -2.387 0.193 0.198
C -2.875 -0.793 0.915
C -4.021 -0.670 1.739
C -4.793 -1.617 2.385
C -4.757 -2.998 2.293
C -3.826 -3.717 1.563
C -2.658 -3.298 0.951
C -2.066 -2.020 0.832
N -0.795 -1.845 0.493
C 0.024 -3.063 0.361
C 0.222 -3.841 1.678
H 2.372 -3.755 1.701
H 1.644 -4.267 3.215
H 0.671 -1.830 3.334
H 2.352 -2.123 3.749
H 3.054 -0.728 2.077
H 2.156 -1.620 0.886
H 2.368 0.046 3.923
H 3.142 1.702 5.262
H 3.080 4.040 4.944
H 2.053 5.159 3.155
H 0.690 4.316 1.515
H -1.224 3.852 1.582
H -1.311 3.440 -0.129
H -2.787 1.998 2.104
H -3.486 3.276 1.101
H -4.229 1.224 0.086
H -2.931 1.828 -0.928
H -4.327 0.351 1.918
H -5.583 -1.206 3.006
H -5.530 -3.556 2.805
H -4.003 -4.786 1.502
H -2.080 -4.099 0.514
H -0.417 -3.718 -0.393
H 0.982 -2.764 -0.051
H -0.596 -3.610 2.363
H 0.156 -4.912 1.463
O -0.821 1.850 -1.615
S -0.226 2.299 -2.951
C -1.526 1.919 -4.163
C -2.355 3.187 -4.415
C -2.128 4.116 -3.224
C -0.630 4.049 -2.972
H -2.088 1.112 -3.698
H -1.040 1.530 -5.056
H -3.410 2.948 -4.548
H -2.008 3.678 -5.326
H -2.657 3.750 -2.341
H -2.469 5.132 -3.425
H -0.298 4.463 -2.020
H -0.053 4.498 -3.786
C 2.648 -1.910 -3.232
Ge 2.802 -0.094 -2.524
C 4.644 0.003 -1.842
C 2.783 1.093 -4.089
C 1.687 0.355 -0.992
H 3.552 -2.117 -3.811
H 1.780 -2.029 -3.877
H 2.579 -2.642 -2.425
H 5.377 -0.168 -2.633
H 4.791 -0.757 -1.071
H 4.841 0.980 -1.393
H 3.658 0.874 -4.706
H 2.826 2.141 -3.787
H 1.885 0.936 -4.690
H 2.417 0.746 -0.273
F -1.947 -0.988 -2.420
C -0.593 -0.873 -2.147
F -0.112 -0.305 -3.325
F -0.150 -2.159 -2.240

[3]
8
Properties=species:S:1:pos:R:3 method="wB97M-V/def2-TZVPD" e_homo_ev=0.57 total_charge=-2 e_tot_ev=-30354.94008 orbital_gap_ev=5.7 relative_energy_kcal_mol=2.4 multiplicity=1
O -1.955 0.952 -0.623
C -1.489 -0.115 -0.075
N -0.387 -0.512 0.443
S 1.063 0.252 0.167
O 1.104 1.087 -1.021
O 1.699 0.941 1.271
S 2.064 -1.569 -0.213
H -2.098 -1.036 0.052

[4]
9
Properties=species:S:1:pos:R:3 method="wB97M-V/def2-TZVPD" e_homo_ev="-13.33 / -14.58" total_charge=+1 e_tot_ev=-26273.47273 orbital_gap_ev="9.7 / 9.3" relative_energy_kcal_mol=0.0 multiplicity=2
O -0.640 0.939 0.722
O 0.235 -0.338 -2.349
C 0.380 0.338 1.116
C 0.653 -0.988 0.663
C -0.521 0.492 -2.126
H 1.243 0.930 1.461
H 1.647 -1.437 0.626
F -0.355 -1.819 0.526
K -2.643 1.882 -0.640

[5]
60
Properties=species:S:1:pos:R:3 method="wB97M-V/def2-TZVPD" e_homo_ev="-12.43 / -13.64" total_charge=+2 e_tot_ev=-57257.03329 orbital_gap_ev="6.6 / 5.6" relative_energy_kcal_mol=0.0 multiplicity=6
P -2.979 0.345 -0.177
P -0.688 -2.709 0.157
C -3.271 -1.457 -0.483
C -2.457 -2.516 0.323
H -3.165 -1.674 -1.559
H -4.336 -1.633 -0.242
H -2.687 -2.405 1.395
H -2.850 -3.505 0.026
C -0.355 -3.578 -1.430
H 0.728 -3.631 -1.612
H -0.783 -3.013 -2.262
H -0.766 -4.588 -1.432
C -0.370 -4.047 1.349
H -0.880 -4.950 1.016
H -0.769 -3.735 2.317
H 0.695 -4.244 1.449
C -4.228 0.978 -1.375
H -4.240 2.067 -1.382
H -5.227 0.631 -1.097
H -4.030 0.611 -2.387
C -3.897 0.630 1.374
H -3.577 -0.058 2.163
H -4.967 0.464 1.206
H -3.761 1.663 1.710
Ir 1.505 2.535 0.560
C 0.759 -1.769 0.475
C 0.725 -1.521 -1.025
C -0.189 -0.491 -1.658
C -0.323 1.036 -1.373
C -1.504 1.319 -0.354
C -0.819 1.447 1.011
C -0.648 0.100 1.672
C 0.733 -0.505 1.439
C 1.114 4.419 0.682
H 1.566 -2.414 0.852
H 1.729 -1.615 -1.501
H -1.238 -0.864 -1.526
H -0.030 -0.531 -2.759
H 0.685 1.669 -1.095
H -0.719 1.452 -2.311
H -1.910 2.304 -0.571
H -1.164 2.215 1.730
H -1.434 -0.605 1.289
H -0.803 0.225 2.759
H 1.502 0.290 1.122
H 1.071 -0.854 2.447
H 1.638 4.643 1.628
H 0.049 4.603 0.800
H 1.543 5.051 -0.115
F 3.277 1.771 -2.628
C 3.956 1.791 -1.451
C 3.303 1.803 -0.170
C 4.122 1.505 0.937
F 3.558 1.305 2.179
C 5.514 1.476 0.882
F 6.236 1.374 2.007
C 6.166 1.659 -0.358
F 7.499 1.751 -0.411
C 5.378 1.787 -1.528
F 6.012 1.991 -2.687